C36H56N9OP | ωB97M-V/def2-TZVPD

Each line ends with the Mulliken charge.
Positions of all 103 atoms, in Å:
O -1.3677 1.9412 0.1426  -0.6790
P -1.2747 0.6882 -0.7187  0.5860
C -0.4928 -0.7000 0.2877  0.2221
C 0.5765 -1.5404 -0.3095  -0.4200
N 1.2238 -2.5921 0.2819  -0.2476
C 0.6916 -2.7727 1.5586  0.3203
C 1.2420 -3.9203 2.3681  -0.2481
C 0.7915 -4.2441 3.7092  -0.6407
C -0.2724 -3.3814 4.3171  -0.4031
C -0.8191 -2.2540 3.5986  -1.0426
C -0.3548 -1.9513 2.1959  0.6666
N -0.9582 -0.8777 1.5572  -0.3832
H -0.5327 1.0335 -1.8833  0.0039
H -2.6011 0.2902 -1.1031  0.0360
H 0.8841 -1.2934 -1.3647  0.3609
H 2.0327 -4.5929 1.9371  0.3107
H 1.2152 -5.1082 4.2675  0.3701
H -0.6654 -3.5798 5.3398  0.4074
H -1.5959 -1.5841 4.0519  0.6109
C 2.9565 4.3952 2.1484  -1.0343
C 1.6030 3.7040 2.2631  -0.4456
C 1.7057 2.2842 2.8246  0.0006
C 2.5469 1.4405 1.9330  0.1973
N 3.1806 0.7862 1.2319  -0.5139
H 3.6191 3.8717 1.4543  0.4350
H 2.8324 5.4125 1.7727  0.3473
H 3.4505 4.4504 3.1200  0.0213
H 1.1318 3.6775 1.2769  0.2448
H 0.9549 4.2972 2.9127  0.3929
H 0.7119 1.8374 2.9002  0.1856
H 2.1488 2.2976 3.8236  0.1606
C -3.9112 4.5357 -2.9479  -0.9148
C -5.2682 3.8550 -2.8238  -0.4617
C -5.1663 2.4440 -2.2399  -0.2977
C -4.3247 1.5917 -3.1236  0.2151
N -3.6744 0.9282 -3.8270  -0.4837
H -3.2549 3.9966 -3.6310  0.0694
H -4.0271 5.5474 -3.3409  0.3244
H -3.4163 4.6032 -1.9745  0.3560
H -5.7387 3.8152 -3.8102  0.3032
H -5.9154 4.4611 -2.1844  0.3239
H -6.1587 1.9963 -2.1553  0.3131
H -4.7215 2.4730 -1.2418  0.2617
C 6.0064 4.6142 5.8681  -1.1251
C 5.1374 4.7038 7.1182  -0.4157
C 3.6863 4.2868 6.8652  -0.3571
C 3.0705 5.1771 5.8443  0.2237
N 2.5975 5.8669 5.0551  -0.4483
H 5.6567 5.2915 5.0858  0.3290
H 7.0361 4.8920 6.1008  0.3307
H 6.0114 3.5976 5.4659  0.3015
H 5.1665 5.7286 7.4983  0.2869
H 5.5619 4.0614 7.8938  0.3151
H 3.1085 4.3543 7.7889  0.3249
H 3.6401 3.2541 6.5117  0.2500
C -6.5827 -2.3119 3.9001  -1.1941
C -5.7255 -1.5910 2.8650  -0.6143
C -4.2334 -1.9060 3.0024  0.1611
C -3.7429 -1.4813 4.3402  0.3094
N -3.3681 -1.1508 5.3765  -0.5552
H -6.3287 -2.0048 4.9169  0.3599
H -7.6386 -2.0811 3.7461  0.3486
H -6.4577 -3.3956 3.8267  0.2907
H -5.8857 -0.5136 2.9598  0.3199
H -6.0585 -1.8785 1.8646  0.3717
H -3.6637 -1.3786 2.2336  0.0261
H -4.0539 -2.9769 2.8815  0.3302
C 0.3703 5.0264 -5.9361  -1.1863
C 0.2907 3.5034 -5.9459  -0.2729
C -0.8125 2.9705 -6.8640  -0.4044
C -2.1387 3.4700 -6.4116  0.2641
N -3.1628 3.8577 -6.0610  -0.4314
H -0.5487 5.4748 -5.5523  0.3317
H 1.1868 5.3596 -5.2927  0.3370
H 0.5494 5.4164 -6.9418  0.3048
H 0.1241 3.1499 -4.9249  0.2026
H 1.2516 3.0987 -6.2728  0.3117
H -0.8205 1.8789 -6.8469  0.2539
H -0.6436 3.2921 -7.8943  0.3088
C 2.8310 -3.7088 -4.1437  -1.1249
C 1.3734 -3.9845 -4.4967  -0.1608
C 0.8203 -3.0164 -5.5465  -0.5116
C 0.8851 -1.6195 -5.0357  0.1787
N 0.9344 -0.5402 -4.6410  -0.4285
H 2.9571 -2.7192 -3.6997  0.3228
H 3.1903 -4.4383 -3.4150  0.2581
H 3.4679 -3.7722 -5.0303  0.4004
H 0.7715 -3.9249 -3.5867  0.0750
H 1.2861 -5.0074 -4.8744  0.2967
H -0.2187 -3.2619 -5.7746  0.3235
H 1.3952 -3.0845 -6.4727  0.3422
C 3.1003 -7.3429 -0.4228  -1.1210
C 1.6415 -7.6179 -0.7722  -0.4959
C 1.0899 -6.6531 -1.8258  -0.5066
C 1.1587 -5.2539 -1.3232  0.1884
N 1.2141 -4.1695 -0.9266  -0.2289
H 3.2289 -6.3510 0.0165  0.2902
H 3.4591 -8.0699 0.3080  0.3498
H 3.7357 -7.4110 -1.3098  0.3122
H 1.0397 -7.5537 0.1387  0.3153
H 1.5514 -8.6413 -1.1450  0.3311
H 0.0500 -6.8971 -2.0521  0.3629
H 1.6646 -6.7269 -2.7523  0.2108

Structure (SMILES): O=[PH2]c1cnc2ccccc2n1.CCCC#N.CCCC#N.CCCC#N.CCCC#N.CCCC#N.CCCC#N.CCCC#N
Net charge: 0
Calculated total energy in eV: -62982.99130
M in g/mol: 661.9